1.
The following is a quantum chemistry calculation of a structure of composition C10H23BeN4O3PS3, from the OMol25 dataset.

Cartesian coordinates (Å):
Be: -0.0362 0.6232 0.7080
C: -0.0760 -5.4242 -1.8570
C: 0.6993 -4.1420 -1.6480
O: 0.3060 -3.5593 -0.3987
P: -0.1961 -2.0312 -0.3822
S: -0.6687 -1.4911 1.4386
S: 1.0668 -0.7741 -1.2054
O: -1.5049 -2.2194 -1.2963
C: -2.2744 -1.0426 -1.6422
C: -3.6850 -1.1936 -1.1255
H: 0.2279 -5.9031 -2.7903
H: -1.1426 -5.2086 -1.9048
H: 0.1024 -6.1192 -1.0363
H: 0.5175 -3.4413 -2.4641
H: 1.7742 -4.3267 -1.5976
H: -2.2409 -0.9548 -2.7298
H: -1.8248 -0.1421 -1.2253
H: -4.1659 -2.0833 -1.5381
H: -4.2649 -0.3105 -1.3958
H: -3.6714 -1.2615 -0.0383
O: -0.4112 1.6947 -0.3349
S: -1.2680 1.8649 2.1276
C: -1.3091 2.4820 0.4148
N: -0.8679 3.8704 0.3502
C: -1.2340 4.6984 -0.6341
C: -2.2725 4.3742 -1.4529
C: -2.9898 3.1858 -1.0733
N: -2.6357 2.3451 -0.1764
H: -0.1782 4.1388 1.0274
H: -0.7010 5.6392 -0.7035
H: -2.6206 5.0286 -2.2347
H: -3.9502 3.0097 -1.5580
N: 4.2361 1.4521 2.7810
C: 3.7609 0.0608 2.4668
C: 2.6849 0.0200 1.3962
N: 1.4953 0.8085 1.6857
H: 4.9912 1.4536 3.5234
H: 3.4715 2.0636 3.1389
H: 4.6536 1.9249 1.9450
H: 3.4084 -0.3709 3.4012
H: 4.6370 -0.4989 2.1453
H: 2.3721 -1.0173 1.2793
H: 3.0779 0.3275 0.4311
H: 1.6193 1.8085 1.5890
H: 1.0874 0.6412 2.5942

Forces on atoms 1 to 6 (eV/Å):
-0.0631 0.0683 0.5272
0.0144 0.0101 -0.0106
-0.0360 -0.0206 -0.0068
0.0147 0.0071 0.1236
0.1661 -0.2025 -0.6190
-0.1527 0.1654 0.3551

Computed properties:
**E_LUMO (alpha / beta)**: 2.758 / 2.623 eV
**Charge**: -1
**Spin multiplicity**: 2
**Calculated total energy**: -65046.768 eV
**Energy above the lowest of the compared OMol25 structures with the same formula, charge and spin**: 0.0 kcal/mol
**Expectation value of S²**: 0.75



2.
The following is a quantum chemistry calculation of a structure of composition C10H23Cl2FeOP at a distorted geometry, from the OMol25 dataset.

Cartesian coordinates (Å):
Fe: 0.0667 0.1148 3.8153
Cl: -1.1955 1.8457 3.7144
Cl: 1.2970 -1.6474 3.5851
H: -0.3198 0.0501 2.1394
H: 0.4615 0.1321 2.1577
P: -0.1363 0.1130 -0.4983
C: 0.1623 1.8544 -0.9141
C: 1.1058 -1.1518 -1.0800
C: -1.9142 -0.2462 -0.7004
C: 1.0544 2.5071 0.1603
H: -0.8358 2.3336 -0.8541
C: 0.6693 2.0329 -2.3571
H: 1.6583 1.5901 -2.5143
H: 0.7450 3.1052 -2.5998
H: -0.0287 1.5812 -3.0772
H: 0.5535 2.4581 1.1365
H: 1.2577 3.5638 -0.0727
H: 2.0183 1.9918 0.2481
H: -2.3853 0.6197 -0.1901
C: -2.3531 -1.5169 0.0417
C: -2.3147 -0.1773 -2.1825
H: -2.2729 0.8552 -2.5529
H: -3.3467 -0.5279 -2.3055
H: -1.6639 -0.7972 -2.8080
H: -1.6410 -1.7878 0.8284
H: -2.4827 -2.3727 -0.6346
H: -3.3108 -1.3375 0.5431
C: 2.4924 -0.8037 -0.5285
H: 1.0753 -1.0676 -2.1789
C: 0.7403 -2.5789 -0.6436
H: 2.7843 0.2279 -0.7415
H: 3.2527 -1.4644 -0.9567
H: 2.5190 -0.9467 0.5573
H: 0.7467 -2.6631 0.4510
H: 1.4897 -3.2890 -1.0198
H: -0.2434 -2.9008 -1.0026
O: 0.0646 0.0454 7.0768
C: 0.2300 0.2550 5.9578

Forces on atoms 1 to 6 (eV/Å):
0.3674 0.0132 2.5116
-1.2905 2.0175 -0.3253
1.3172 -1.7570 -0.1698
0.2020 -0.1381 -0.5734
-0.4015 0.1894 -0.5936
0.3651 -0.7181 3.2928

Computed properties:
**E_LUMO (alpha / beta)**: 2.780 / 2.775 eV
**Charge**: -1
**Spin multiplicity**: 6
**Calculated total energy**: -81511.069 eV
**Expectation value of S²**: 8.76



3.
The following is a quantum chemistry calculation of a cluster of 2 separate species, C10H23F2NO4PS in total, from the OMol25 dataset.

Cartesian coordinates (Å):
C: 3.5474 -1.6642 -0.4751
N: 2.6928 -1.1106 -1.5197
C: 2.9460 0.2935 -1.8550
C: 1.8561 1.2759 -1.3669
C: 2.4818 2.6862 -1.3326
C: 1.4846 3.8058 -1.1637
F: 3.1643 2.8917 -2.5631
O: 0.7781 1.2442 -2.2437
P: -0.8222 0.8679 -1.5282
O: -0.0053 1.0303 0.1064
C: 1.3265 0.8938 0.0615
F: 1.9314 1.7455 1.0455
H: 4.3885 -2.2504 -0.8706
H: 3.9680 -0.8577 0.1301
H: 2.9817 -2.3119 0.2042
H: 2.8004 -1.6544 -2.3629
H: 2.9598 0.4084 -2.9395
H: 3.9321 0.6106 -1.4840
H: 3.2547 2.7281 -0.5616
H: 1.1619 3.8517 -0.1228
H: 1.9546 4.7545 -1.4352
H: 0.6188 3.6243 -1.7999
H: -1.3814 0.7647 -2.8475
H: -0.4321 -0.5180 -1.5180
H: -2.0825 0.5343 -0.9221
H: -1.1144 2.2710 -1.4702
H: 1.6702 -0.1036 0.3603
C: -2.2827 -1.1903 2.9220
C: -3.1814 -2.4144 3.1390
C: -4.2791 -2.3723 2.0748
S: -3.5706 -1.4753 0.6626
O: -4.3241 -0.2556 0.5190
O: -3.4055 -2.3853 -0.4416
C: -1.9865 -1.1430 1.4298
H: -1.3630 -1.2600 3.5024
H: -2.8015 -0.2779 3.2251
H: -2.5843 -3.3210 3.0159
H: -3.6086 -2.4356 4.1423
H: -4.5934 -3.3536 1.7272
H: -5.1449 -1.7961 2.3963
H: -1.6236 -0.1897 1.0396
H: -1.3126 -1.9416 1.1198

Forces on atoms 1 to 6 (eV/Å):
-0.0410 -0.0214 0.0596
0.2675 0.0641 -0.2109
-0.0125 0.0521 0.0479
0.0186 0.0348 0.1395
-0.0160 0.0422 -0.0147
0.0727 -0.0202 -0.0104

Computed properties:
**E_LUMO**: 2.735 eV
**Charge**: -1
**Calculated total energy**: -45981.846 eV



4.
The following is a quantum chemistry calculation of a structure of composition C10H23N2O9P2W at a distorted geometry, from the OMol25 dataset.

Cartesian coordinates (Å):
W: -0.2458 0.1732 0.2303
C: 2.3494 0.9048 2.3480
O: 1.7608 0.0651 1.2998
C: 2.7160 -0.9429 0.8602
C: 1.9496 -1.7470 -0.1565
O: 0.5993 -1.8101 0.3675
C: 0.4509 -2.7148 1.5288
H: 3.1551 1.4976 1.9208
H: 2.7228 0.2405 3.1250
H: 1.5748 1.5409 2.7583
H: 3.0091 -1.5275 1.7320
H: 3.5971 -0.4583 0.4388
H: 2.3268 -2.7548 -0.3191
H: 1.8782 -1.2542 -1.1292
H: 1.1577 -3.5268 1.3833
H: -0.5634 -3.0985 1.4967
H: 0.6568 -2.1671 2.4453
C: -5.0338 -0.7549 -1.0067
C: -3.9424 -0.1812 -0.1074
O: -4.3825 0.2535 1.1648
P: -3.0572 1.2422 -0.8527
O: -2.5234 1.0102 -2.2988
O: -4.0934 2.3867 -0.8543
O: -1.8042 1.4687 0.0383
P: -2.6528 -1.4270 0.3153
O: -1.7919 -0.6942 1.5466
O: -3.0304 -2.8000 0.5274
O: -1.4346 -1.0084 -0.6788
H: -5.7413 0.0308 -1.2803
H: -5.5608 -1.5370 -0.4594
H: -4.6337 -1.2023 -1.9182
H: -5.3332 0.4437 1.1555
H: -3.1567 0.9807 -3.0354
H: -3.8672 3.3242 -0.9648
H: -2.2267 -0.5485 2.4055
C: 2.8492 4.4563 -1.8176
N: 1.9727 3.5462 -1.0351
C: 1.4183 3.8244 0.1975
C: 0.6942 2.7367 0.5498
N: 0.8090 1.7895 -0.4754
C: 1.5936 2.3319 -1.4099
H: 2.3322 5.4023 -1.9481
H: 3.0307 3.9962 -2.7839
H: 3.7815 4.5907 -1.2770
H: 1.5717 4.7692 0.6929
H: 0.0600 2.6127 1.4159
H: 1.8839 1.8613 -2.3359

Forces on atoms 1 to 6 (eV/Å):
-0.0414 -0.6710 1.1559
-0.0932 -0.1603 -0.0136
-0.0013 0.2528 0.2588
0.0357 0.0664 -0.0788
-0.1370 -0.0426 0.1746
0.2969 -0.2435 -0.1939

Computed properties:
**E_LUMO (alpha / beta)**: -11.290 / -11.263 eV
**Charge**: +3
**Spin multiplicity**: 3
**Calculated total energy**: -52530.478 eV
**Energy above the lowest of the compared OMol25 structures with the same formula, charge and spin**: 61.1 kcal/mol
**Expectation value of S²**: 2.01



5.
The following is a quantum chemistry calculation of a structure of composition C10H23N9O6Ru at a distorted geometry, from the OMol25 dataset.

Cartesian coordinates (Å):
O: -0.2630 -1.0158 -3.6338
H: -0.4075 -0.8058 -4.5485
Ru: 0.0590 0.1711 -0.5317
N: 1.4788 -1.2524 -1.0354
N: -0.7108 -1.6467 0.0863
N: 0.5856 2.1788 -0.3907
N: -1.3238 1.0596 0.7129
O: 2.6882 -0.9772 -1.2261
O: 1.6456 2.8496 -1.0472
O: -2.2902 0.4277 1.3828
O: -1.7387 -1.8859 0.8525
C: -0.1806 -2.7610 -0.4848
C: 1.0077 -2.5174 -1.2040
C: -0.1961 3.0419 0.2623
C: -1.2676 2.3962 0.9402
C: 1.7230 -3.4673 -2.0934
H: 1.4686 -3.2706 -3.1431
H: 1.4156 -4.4913 -1.8720
H: 2.8081 -3.3831 -1.9721
C: -0.9310 -4.0195 -0.3018
H: -1.9204 -3.9333 -0.7725
H: -1.0796 -4.2257 0.7670
H: -0.4033 -4.8638 -0.7561
C: 0.1238 4.4863 0.2734
C: -2.1811 3.0674 1.9021
H: 0.7307 4.7664 -0.5910
H: 0.6807 4.7597 1.1792
H: -0.7975 5.0767 0.2759
H: -2.7615 2.2981 2.4358
H: -2.8807 3.7532 1.3920
H: -1.5989 3.6552 2.6337
H: 2.2765 2.1559 -1.2988
H: -2.0367 -0.6293 1.2273
C: -1.7485 -0.0953 -2.1244
H: -1.5468 -0.8515 -2.8983
H: -1.6995 0.8712 -2.6385
H: -2.7344 -0.2069 -1.6472
O: 0.7821 0.6744 -2.2769
H: 0.2190 -0.1474 -3.1691
H: 0.5408 1.5905 -2.5070
N: 0.9208 -1.0570 4.5910
N: 1.1305 -0.3893 3.4022
N: 2.3886 0.0151 3.0638
C: 2.2312 0.2455 1.7589
N: 0.9861 -0.0443 1.3485
N: 0.2811 -0.4989 2.4155
H: -0.0617 -1.0040 4.8344
H: 1.5437 -0.7085 5.2994
H: 3.0439 0.6088 1.1275

Forces on atoms 1 to 6 (eV/Å):
2.9069 -0.0671 -1.4714
0.2005 -0.0343 -0.8803
-3.3927 -2.5512 3.4499
2.7785 0.5162 -0.1486
-1.0131 0.6285 0.3798
-0.0025 3.4674 0.8307

Computed properties:
**E_LUMO (alpha / beta)**: -3.882 / -6.061 eV
**Charge**: +1
**Spin multiplicity**: 6
**Calculated total energy**: -38999.606 eV
**Energy above the lowest of the compared OMol25 structures with the same formula, charge and spin**: 62.5 kcal/mol
**Expectation value of S²**: 8.81



6.
The following is a quantum chemistry calculation of a structure of composition C10H24BeF3N2OPS at a distorted geometry, from the OMol25 dataset.

Cartesian coordinates (Å):
C: -2.4348 -3.2684 2.9847
C: -2.5368 -2.2172 1.8858
C: -1.2024 -1.5463 1.5898
N: -1.1328 -0.8852 0.2570
P: -0.1770 0.8012 0.1241
C: -0.2029 0.8600 -1.7405
C: -0.8661 -0.3228 -2.3827
C: -0.0698 -1.5989 -2.3643
S: -0.9172 -2.7961 -1.3391
C: 1.3284 0.0915 0.8872
N: 2.5054 0.8493 0.5357
C: 3.7067 0.3795 1.2398
C: 0.3505 2.6691 0.2355
O: 1.1243 3.0133 -0.8824
C: 0.9676 4.2820 -1.3712
F: 1.9164 4.4943 -2.2584
F: -0.2480 4.4116 -1.9523
F: 1.0083 5.1960 -0.3848
H: -3.2618 -3.9688 2.9199
H: -1.5181 -3.8495 2.8900
H: -2.4442 -2.8177 3.9728
H: -3.2467 -1.4445 2.1816
H: -2.9121 -2.6789 0.9715
H: -1.0389 -0.7593 2.3324
H: -0.3797 -2.2499 1.6660
H: -2.1072 -0.6583 0.0503
H: -1.2787 1.2191 0.8954
H: -0.6696 1.7958 -2.0388
H: 0.8461 0.9179 -2.0246
H: -1.8791 -0.4918 -2.0510
H: -1.1030 0.0080 -3.5157
H: 0.9321 -1.4508 -1.9762
H: 0.0409 -2.0290 -3.3614
H: 0.1326 -3.1631 -0.6047
H: 1.3577 -0.9656 0.5945
H: 1.2007 0.1536 1.9681
H: 2.6785 0.7752 -0.4586
H: 4.4972 1.1101 1.1060
H: 4.0635 -0.5913 0.8906
H: 3.4873 0.2995 2.3021
H: 0.9318 2.7654 1.1498
H: -0.5687 3.2504 0.3086
Be: -0.8803 0.4107 -5.2323

Forces on atoms 1 to 6 (eV/Å):
0.1588 -0.0079 0.0195
-0.0767 0.0830 -0.0799
-0.0284 -0.0324 0.0464
-0.7914 -2.7267 0.2035
2.0076 3.0431 -1.5014
-0.3703 -0.8058 1.1621

Computed properties:
**E_LUMO**: -11.339 eV
**Charge**: +2
**Calculated total energy**: -44441.172 eV